# 1
Here is 3 unconnected molecules or ions with the total composition C4H8O3 from the Open Molecules 2025 dataset. Energies are from ωB97M-V/def2-TZVPD.

Summary:
Charge: 0
HOMO level, eV: -8.30
ΔE to the lowest compared entry with this formula, charge and spin, kJ/mol: 306.3

Cartesian coordinates (Å):
C 0.05 0.21 -1.58
C -0.22 -0.69 -0.42
O -1.51 -1.17 -0.43
C 0.56 -1.02 0.61
O 1.93 -0.96 0.57
C 0.93 1.76 1.47
O 1.99 1.46 1.75
H -0.82 0.88 -1.68
H 0.94 0.83 -1.42
H 0.14 -0.33 -2.53
H -2.36 0.98 0.23
H -1.51 -1.98 0.09
H 0.10 -1.44 1.51
H 2.27 -0.67 1.43
H -2.12 1.66 0.43

natural (NBO) atomic charge list, values in e, 5 entries: number 1, C, carries -0.669; number 2, C, carries 0.268; number 3, O, carries -0.687; number 4, C, carries -0.012; number 5, O, carries -0.688


# 2
Here is 2 unconnected molecules or ions with the total composition C4H8O3 from the Open Molecules 2025 dataset. Energies are from ωB97M-V/def2-TZVPD.

Summary:
SMILES string: CCC(=O)C=O.O
Charge: 0
HOMO level, eV: -9.88
ΔE to the lowest compared entry with this formula, charge and spin, kJ/mol: 182.6

Cartesian coordinates (Å):
C 0.84 0.22 -1.33
C 0.85 -0.35 0.09
O -0.39 2.13 0.87
C -0.46 -0.66 0.74
O -0.73 -0.42 1.90
C -1.44 -1.50 -0.09
O -2.54 -1.77 0.32
H 0.96 1.31 -1.32
H 1.65 -0.21 -1.92
H -0.09 0.04 -1.87
H 1.46 0.27 0.76
H 0.32 2.65 1.26
H 1.27 -1.36 0.11
H -0.61 1.49 1.56
H -1.07 -1.85 -1.08

natural (NBO) atomic charge list, values in e, 5 entries: number 1, C, carries -0.609; number 2, C, carries -0.507; number 3, O, carries -0.955; number 4, C, carries 0.507; number 5, O, carries -0.521


# 3
Here is a molecular structure, C4H8O3 from the Open Molecules 2025 dataset. Energies are from ωB97M-V/def2-TZVPD.

Summary:
Charge: 0
HOMO level, eV: -9.02
ΔE to the lowest compared entry with this formula, charge and spin, kJ/mol: 579.7

Cartesian coordinates (Å):
C -1.05 -1.37 -0.32
C 0.36 -0.12 -1.07
C 0.60 0.60 0.08
C 1.21 -0.02 1.23
O -0.05 1.74 0.41
O -0.90 2.22 -0.66
O -0.66 -1.88 0.77
H -1.47 2.81 -0.16
H 0.46 -0.95 1.35
H -1.88 -0.66 -0.32
H -1.02 -2.00 -1.23
H 1.11 -0.86 -1.31
H -0.12 0.36 -1.91
H 2.17 -0.47 1.01
H 1.24 0.61 2.12

natural (NBO) atomic charge list, values in e, 5 entries: number 1, C, carries 0.153; number 2, C, carries -0.574; number 3, C, carries 0.438; number 4, C, carries -0.722; number 5, O, carries -0.236


# 4
Here is 2 unconnected molecules or ions with the total composition C4H8O3 from the Open Molecules 2025 dataset. Energies are from ωB97M-V/def2-TZVPD.

Summary:
SMILES string: C/C=C/O.O=CO
Charge: 0
HOMO level, eV: -8.64
ΔE to the lowest compared entry with this formula, charge and spin, kJ/mol: 137.2

Cartesian coordinates (Å):
C 1.61 1.80 -0.25
C 0.18 1.44 -0.51
O -0.25 -3.06 -0.74
C -0.61 0.87 0.41
O -1.92 0.60 0.19
C -0.38 -2.23 0.29
O -1.40 -2.09 0.93
H 2.26 1.47 -1.06
H 1.74 2.89 -0.17
H 1.98 1.35 0.68
H -0.25 1.65 -1.49
H -1.12 -3.48 -0.87
H -0.24 0.63 1.41
H -2.16 -0.17 0.73
H 0.56 -1.68 0.47

natural (NBO) atomic charge list, values in e, 5 entries: number 1, C, carries -0.631; number 2, C, carries -0.284; number 3, O, carries -0.663; number 4, C, carries 0.118; number 5, O, carries -0.697


Taking the records one at a time from the top gives LUMO energy values of 0.85; -0.58; 0.55; 0.72 eV.
Taking the records one at a time from the top gives F_max values of 1.46; 0.72; 1.25; 0.45 eV/Å.
Taking the records one at a time from the top gives frontier orbital gap values of 0.336; 0.342; 0.352; 0.344 hartree.